[1]
C19H53BINO21P5 | ωB97M-V with the def2-TZVPD basis set

Properties
Kohn-Sham gap: 0.1919 Ha
net charge: -1
highest occupied orbital energy: -4.70 eV
DFT total energy: -4419.9098 a.u.

```
101
C19H53BINO21P5, DFT ωB97M-V with the def2-TZVPD basis set
C -0.42233 3.34124 1.89323
O 0.52747 3.83147 2.81417
C 1.69200 3.01516 2.88162
C 1.41285 1.51866 3.06023
O 1.58246 0.96609 1.75106
B 2.96979 0.47855 1.66780
P 3.19287 -1.37838 1.08443
N 1.84958 -2.02395 0.59679
O 3.78169 -2.34895 2.28726
O 4.30618 -1.46679 -0.10613
O 3.59701 0.85893 2.96324
C 2.48570 0.68479 3.80720
C 2.68704 0.88162 5.30101
C 2.16229 -0.29597 6.12465
C 2.94965 -1.59295 5.85720
I 0.06371 -0.70643 5.77007
H -0.95292 2.45462 2.24564
H -1.18660 4.11755 1.79022
H -0.00649 3.15267 0.89883
H 2.33244 3.21766 2.02113
H 2.25170 3.37486 3.75596
H 0.43120 1.36863 3.51684
H 3.61620 1.14563 0.85291
H 1.14038 -1.30232 0.69637
H 2.98521 -2.63995 2.74281
H 5.14454 -1.12198 0.22538
H 2.14431 -0.34869 3.60521
H 2.30041 1.82940 5.67900
H 3.77123 0.89348 5.46775
H 2.23559 -0.01009 7.17064
H 3.46887 -1.94271 6.75146
H 3.68836 -1.45351 5.06568
H 2.29853 -2.40599 5.54377
C -2.68906 -4.01444 2.36451
O -2.04813 -3.21617 1.37518
P -2.68349 -3.26880 -0.15517
O -4.11529 -3.00960 0.18179
O -2.33195 -4.86239 -0.31377
C -0.95936 -5.28334 -0.19603
O -2.77237 -3.03990 -1.79693
C -3.71934 -3.81676 -2.51857
H -3.21179 -3.35601 3.05691
H -3.39164 -4.72718 1.94052
H -1.91399 -4.56177 2.90377
H -0.90354 -6.07520 0.55041
H -0.29895 -4.46969 0.10694
H -0.62514 -5.67580 -1.15626
H -4.73297 -3.50680 -2.26856
H -3.59239 -4.88189 -2.32943
H -3.54245 -3.62532 -3.57707
C -4.35469 1.01094 -7.81233
O -3.58039 -0.18370 -7.70779
P -2.99997 -0.55518 -6.20185
O -4.22466 -0.46785 -5.37113
O -2.07106 0.79865 -6.14023
C -1.12611 1.05373 -7.18361
O -1.98894 -1.41822 -5.24057
C -1.73552 -0.89215 -3.92917
H -5.39449 0.73761 -7.98258
H -4.28421 1.63483 -6.92571
H -3.98512 1.57509 -8.67009
H -1.30302 2.05456 -7.57705
H -1.21038 0.33772 -8.00096
H -0.11843 1.00829 -6.77071
H -2.62759 -0.95577 -3.31207
H -1.37871 0.13502 -3.97113
H -0.95965 -1.50801 -3.48029
C -5.54979 1.19328 1.14799
O -5.37659 2.38565 1.92823
P -4.57173 2.21557 3.35933
O -3.34732 1.49651 2.94062
O -5.72852 1.22559 3.98652
C -7.08567 1.67010 4.02678
O -4.12785 2.79559 4.83885
C -3.67648 1.82182 5.77761
H -4.91183 1.25875 0.26971
H -5.31141 0.29007 1.70166
H -6.59317 1.14888 0.83361
H -7.71278 0.91860 3.54734
H -7.22428 2.62007 3.51079
H -7.39530 1.77938 5.06702
H -2.72065 1.40653 5.46392
H -4.40504 1.02396 5.91169
H -3.54030 2.32676 6.73307
C 4.56016 3.20940 -3.04339
O 5.76436 2.79714 -2.39537
P 6.87165 2.00491 -3.32057
O 7.02515 2.91831 -4.48190
O 5.87319 0.74703 -3.61180
C 5.28039 0.03325 -2.50479
O 8.23673 1.07957 -3.44527
C 8.43415 0.40585 -4.68123
H 4.57177 4.29368 -3.14080
H 4.43575 2.75727 -4.02367
H 3.72482 2.91223 -2.40890
H 4.20345 0.00210 -2.64815
H 5.48993 0.50979 -1.54917
H 5.66380 -0.98542 -2.49066
H 8.65003 1.12162 -5.47367
H 7.57157 -0.20232 -4.94844
H 9.29567 -0.24839 -4.55134
```

Atomic partial charges in e from the Löwdin method, atoms 1 to 8:
1. C -0.120
2. O -0.179
3. C -0.146
4. C -0.261
5. O -0.064
6. B -0.760
7. P 0.577
8. N -0.199


[2]
C60H71BrGeOP3S2SiW | ωB97M-V with the def2-TZVPD basis set

Properties
Kohn-Sham gap: 0.1031 Ha
net charge: -1
highest occupied orbital energy: -1.64 eV
DFT total energy: -9232.0630 a.u.

```
141
C60H71BrGeOP3S2SiW, DFT ωB97M-V with the def2-TZVPD basis set
W 0.26328 -1.16021 0.16112
S 2.69288 -0.96661 -0.52378
P 3.43388 -1.43941 1.28382
C 2.17748 -1.96071 2.44812
P 1.14218 -0.55941 3.01102
S 0.50378 0.90539 1.77352
C 0.31718 -0.97561 4.60442
C -0.67282 -0.20101 5.19112
C -1.22222 -0.59181 6.39832
C -0.80642 -1.76351 7.00582
C 0.17138 -2.54601 6.41392
C 0.73078 -2.15351 5.21772
C 2.43328 0.43099 3.94782
C 2.28878 1.79829 4.14702
C 3.21138 2.50649 4.89162
C 4.29298 1.85479 5.45532
C 4.42878 0.48669 5.29312
C 3.50168 -0.22161 4.55212
C 4.62588 -0.17911 1.79052
C 4.30638 1.15839 1.55952
C 5.19008 2.14669 1.93562
C 6.38708 1.81289 2.55112
C 6.69218 0.48279 2.80262
C 5.81558 -0.51651 2.43022
C 4.39588 -2.96271 1.03002
C 5.37238 -2.99261 0.03552
C 6.04108 -4.16791 -0.23998
C 5.75108 -5.31871 0.47942
C 4.75828 -5.30001 1.44842
C 4.07338 -4.12901 1.71542
H -0.98402 0.72119 4.71852
H -1.98082 0.01819 6.86912
H -1.23972 -2.06391 7.94862
H 0.49158 -3.46231 6.89202
H 1.51078 -2.74131 4.75262
H 1.45458 2.31329 3.69132
H 3.10278 3.57569 5.01422
H 5.02328 2.41059 6.02902
H 5.27448 -0.02461 5.73372
H 3.61928 -1.28961 4.41652
H 3.36168 1.41849 1.09732
H 4.94818 3.18329 1.75322
H 7.08028 2.58949 2.84152
H 7.61928 0.22969 3.29752
H 6.03958 -1.55331 2.64392
H 5.57568 -2.09371 -0.53378
H 6.79158 -4.19891 -1.01918
H 6.29058 -6.23471 0.28042
H 4.51538 -6.20181 1.99542
H 3.27808 -4.10731 2.44942
O 1.16638 -2.59751 1.63162
C -0.00792 -1.99371 2.04302
C -1.15292 -2.78241 2.44412
C -1.17042 -3.84851 3.34762
C -2.37422 -4.31231 3.83752
C -3.57112 -3.70231 3.47352
C -3.58252 -2.69421 2.52592
C -2.38342 -2.29021 1.95332
P -2.14502 -1.17171 0.54662
C -3.12712 -1.88921 -0.82978
C -4.04602 -2.91911 -0.66938
C -4.64592 -3.50351 -1.77258
C -4.34762 -3.07341 -3.05258
C -3.43182 -2.04791 -3.22118
C -2.82432 -1.46801 -2.12448
C -3.22132 0.21539 1.07332
C -4.29372 0.69389 0.33192
C -5.05482 1.74249 0.81862
C -4.75422 2.31319 2.04422
C -3.68152 1.84169 2.78662
C -2.92022 0.79769 2.30172
H -0.24102 -4.29121 3.67502
H -2.38882 -5.13441 4.54122
H -4.49882 -4.03661 3.91662
H -4.51402 -2.22941 2.22632
H -4.28162 -3.28611 0.31702
H -5.33462 -4.32321 -1.62718
H -4.81192 -3.54481 -3.90858
H -3.16352 -1.71411 -4.21248
H -2.09812 -0.68751 -2.27998
H -4.54332 0.22719 -0.60958
H -5.88582 2.11849 0.23822
H -5.36102 3.11889 2.43262
H -3.45202 2.27839 3.74972
H -2.08092 0.40769 2.86392
C 0.71818 2.57159 -5.07628
C -0.76412 2.94289 -5.17328
C -0.90022 4.05209 -6.22468
C -1.48982 1.69219 -5.67658
Si -1.45142 3.43589 -3.40968
Br -0.03682 0.61179 -1.66078
C -3.40332 3.35869 -3.21868
C -3.82982 1.89069 -3.14218
C -4.11962 4.01189 -4.40388
C -3.90492 4.03099 -1.93898
C -0.52762 4.81689 -2.39148
C -1.01282 6.24119 -2.69388
C 0.97778 4.77379 -2.65928
C -0.71312 4.51979 -0.89888
H 1.04498 2.10869 -6.00748
H 0.88448 1.87279 -4.26348
H 1.33208 3.44949 -4.91688
H -0.52112 3.69239 -7.18328
H -0.31972 4.92629 -5.93828
H -1.93412 4.35939 -6.36358
H -0.99552 1.30719 -6.56938
H -2.52402 1.89629 -5.94128
H -1.46302 0.91949 -4.91508
H -3.61462 1.36799 -4.06598
H -4.90132 1.81609 -2.95298
H -3.30042 1.39029 -2.33938
H -3.82572 3.54509 -5.33868
H -3.89382 5.07429 -4.46108
H -5.20002 3.89409 -4.30238
H -3.50842 3.52959 -1.06158
H -4.99412 3.97339 -1.89268
H -3.63872 5.08359 -1.89778
H -0.82162 6.50809 -3.73238
H -0.48162 6.94959 -2.05598
H -2.07722 6.35159 -2.50358
H 1.21778 5.12589 -3.65988
H 1.35478 3.76529 -2.52938
H 1.49268 5.42329 -1.95028
H -1.72732 4.71919 -0.57128
H -0.04172 5.14099 -0.30608
H -0.48072 3.47959 -0.69188
C 1.40948 -1.83701 -3.82118
Ge 0.73168 -3.24391 -2.58348
C 2.31848 -4.36581 -2.07948
C -0.43282 -4.46151 -3.68428
C -0.16342 -2.76331 -0.94388
H 1.91708 -2.33151 -4.64538
H 2.11548 -1.17841 -3.32448
H 0.59878 -1.23291 -4.21508
H 2.87658 -4.67581 -2.95858
H 2.00068 -5.25601 -1.54268
H 2.98578 -3.80571 -1.43178
H 0.08818 -4.83561 -4.55958
H -1.31522 -3.92111 -4.01138
H -0.75612 -5.31311 -3.09128
H -0.82372 -3.57781 -0.62138
```

Atomic partial charges in e from the Löwdin method, atoms 1 to 8:
1. W 0.619
2. S 0.334
3. P 0.624
4. C -0.484
5. P 0.488
6. S 0.336
7. C -0.282
8. C -0.077


[3]
C4H8O3 | ωB97M-V with the def2-TZVPD basis set

Properties
Kohn-Sham gap: 0.3260 Ha
highest occupied orbital energy: -9.33 eV
DFT total energy: -382.7882 a.u.

```
15
C4H8O3, DFT ωB97M-V with the def2-TZVPD basis set
C 2.03423 1.81961 -0.28724
C 0.70895 -0.77176 -0.53673
O 0.18202 -1.88277 -0.40747
C 0.05781 0.47702 -0.35095
O -2.19974 -0.13150 0.80629
C -2.79305 -1.19186 0.80298
O -2.31232 -2.34300 0.39367
H 2.23744 1.34473 0.67010
H 1.91525 2.89777 -0.16475
H 2.81616 1.58179 -1.01173
H 1.72756 -0.71590 -0.96639
H -1.37026 -2.19061 0.09003
H 1.05540 1.50034 -0.79837
H -0.23046 0.90090 0.60282
H -3.82901 -1.29476 1.15774
```

Atomic partial charges in e from the Löwdin method, atoms 1 to 8:
1. C -0.010
2. C -0.353
3. O -0.028
4. C 0.123
5. O 0.021
6. C -0.379
7. O 0.079
8. H 0.055


[4]
C13H43NO9 | ωB97M-V with the def2-TZVPD basis set

Properties
Kohn-Sham gap: 0.2945 Ha
SMILES string: CC1(C)CCCC(C)(C)N1O.CO.CO.CO.CO.O.O.O.O
highest occupied orbital energy: -8.09 eV
DFT total energy: -1252.9260 a.u.

```
66
C13H43NO9, DFT ωB97M-V with the def2-TZVPD basis set
C -0.36472 4.33052 -2.72147
C -0.00347 3.70955 -1.35104
C 1.44776 3.91950 -1.14947
C -0.73457 4.42594 -0.18439
C -2.24231 4.11112 -0.08626
C -2.31232 2.51952 -0.09373
C -1.57315 1.76532 -1.18427
C -1.50304 0.30558 -0.79084
C -2.37427 1.87618 -2.46703
N -0.17858 2.26033 -1.20718
O 0.56023 1.60667 -2.19928
H -0.12034 3.64027 -3.52543
H 0.16289 5.30990 -2.84261
H -1.41511 4.58977 -2.74810
H 1.90527 3.36392 -1.94899
H 1.82897 3.43830 -0.24310
H 1.79720 4.95165 -1.21354
H -0.28458 4.17564 0.79978
H -0.52095 5.49878 -0.19551
H -2.79009 4.54204 -0.91098
H -2.72972 4.44463 0.84152
H -3.35705 2.23682 -0.11207
H -1.98716 2.23853 0.91017
H -1.02935 -0.24592 -1.62054
H -0.96216 0.18381 0.14230
H -2.48712 -0.13632 -0.59916
H -2.76593 2.88782 -2.56550
H -1.66839 1.66046 -3.23830
H -3.19303 1.15114 -2.47807
H 1.08405 0.91693 -1.77897
C 4.17419 -3.13495 -1.17364
O 3.40168 -2.74268 -2.29868
H 4.37869 -4.18989 -1.40258
H 5.09320 -2.62591 -0.87218
H 3.57091 -3.06297 -0.24766
H 2.94614 -1.90997 -2.06007
C -0.03908 -0.57551 4.80482
O 0.14540 -1.08366 3.50019
H -1.12529 -0.56261 5.00212
H 0.54184 -1.19525 5.50912
H 0.38422 0.42622 4.91277
H -0.12737 -2.01726 3.47718
C 2.69685 0.22054 -0.15082
O 1.99168 -0.43866 -1.17139
H 3.29490 -0.52599 0.35942
H 3.38868 0.86779 -0.68597
H 2.08821 0.75946 0.56140
H 1.39381 -1.08382 -0.75591
C 1.74506 -6.04966 -0.43202
O 1.20489 -5.14743 0.43943
H 2.80019 -6.28213 -0.24349
H 1.15277 -6.96664 -0.49191
H 1.70708 -5.59640 -1.42083
H 1.15644 -5.50819 1.32019
O -3.40411 -2.88791 1.09158
H -3.13252 -2.66002 0.18470
H -3.96069 -2.14074 1.37379
O -1.09081 -3.39017 2.71954
H -1.90288 -3.29144 2.19591
H -1.28044 -4.15936 3.24624
O 0.43259 -2.44837 0.14656
H -0.02418 -2.41033 0.99794
H 0.79808 -3.35255 0.15729
O -2.52214 0.09765 2.76181
H -2.47302 -0.85274 2.91323
H -1.59391 0.24313 2.49392
```

Atomic partial charges in e from the Löwdin method, atoms 1 to 8:
1. C -0.015
2. C -0.531
3. C -0.068
4. C -0.137
5. C -0.145
6. C -0.128
7. C -0.534
8. C -0.043


[5]
C15H31NO3P2Pd | ωB97M-V with the def2-TZVPD basis set

Properties
Kohn-Sham gap (alpha / beta): 0.2133 / 0.1405 Ha
highest occupied orbital energy (alpha / beta): -6.19 / -8.09 eV
DFT total energy: -1680.8665 a.u.
spin multiplicity: 3

```
53
C15H31NO3P2Pd, DFT ωB97M-V with the def2-TZVPD basis set
P 0.14766 -1.35932 -6.37753
P 0.05296 1.73384 -6.27265
C -0.22346 -0.46851 -8.01380
C 0.30793 0.95810 -7.98648
H -1.31374 -0.49561 -8.17458
H 0.26665 -1.02847 -8.82099
H 1.38439 0.99988 -8.22181
H -0.23704 1.56868 -8.71854
C -1.54255 2.56256 -6.73856
H -1.78266 3.30040 -5.96223
H -2.34560 1.81664 -6.80295
H -1.42368 3.06583 -7.70878
C 1.15643 3.17139 -6.62616
H 0.87798 3.63358 -7.58208
H 2.19313 2.81740 -6.67048
H 1.04433 3.89330 -5.81005
C -0.96871 -2.77936 -6.74847
H -0.79274 -3.55355 -5.99446
H -0.75733 -3.17128 -7.75124
H -2.00748 -2.43454 -6.69254
C 1.71382 -2.13280 -7.00794
H 2.50252 -1.37234 -7.07896
H 1.52949 -2.57104 -7.99926
H 2.01626 -2.91734 -6.30256
Pd 0.08254 -0.28795 -0.28917
C 0.67514 1.50336 -1.55752
C -0.70877 1.43881 -1.61158
C -1.48834 0.73918 -2.68461
C -1.87176 -0.74102 -2.43529
C -0.83550 -1.60965 -1.79504
C 0.55080 -1.52451 -2.00122
C 1.22073 -0.60165 -2.98497
C 1.62182 0.82142 -2.49739
C 0.15629 -1.63090 1.16040
H 1.14840 2.21691 -0.86184
H -1.27708 2.10297 -0.94014
H -0.95560 0.81139 -3.64521
H -2.43991 1.27673 -2.81661
H -2.73786 -0.77158 -1.75288
H -2.22049 -1.15273 -3.39865
H -1.20476 -2.44623 -1.19297
H 1.17180 -2.28893 -1.51913
H 0.60378 -0.52698 -3.89636
H 2.16132 -1.09359 -3.28260
H 2.57170 0.73380 -1.94330
H 1.84426 1.41493 -3.40641
H 1.05612 -1.43664 1.76354
H 0.23941 -2.60150 0.65019
H -0.72372 -1.60833 1.81637
O -1.04668 -0.24084 3.91903
N -0.13182 0.58101 3.64430
O 0.96802 0.53291 4.25914
O -0.32872 1.46119 2.74702
```

Atomic partial charges in e from the Löwdin method, atoms 1 to 8:
1. P 0.837
2. P 0.826
3. C -0.444
4. C -0.445
5. H 0.075
6. H 0.068
7. H 0.075
8. H 0.068


[6]
C16H20I2N3O4SeTi | ωB97M-V with the def2-TZVPD basis set

Properties
Kohn-Sham gap (alpha / beta): 0.1792 / 0.1793 Ha
net charge: -1
highest occupied orbital energy (alpha / beta): -3.29 / -3.29 eV
DFT total energy: -4933.3462 a.u.

```
47
C16H20I2N3O4SeTi, DFT ωB97M-V with the def2-TZVPD basis set
Ti 0.39138 -0.03273 -1.13430
C 0.98252 2.95593 -1.73450
N 0.04340 2.13622 -0.92841
C -1.34953 2.47441 -1.34480
C 0.16591 2.35668 0.51251
C 0.55899 3.55332 1.07211
C 0.70200 3.67705 2.44883
C 0.44420 2.58700 3.25708
C 0.03882 1.37982 2.70261
C -0.12377 1.25001 1.33033
N -0.38019 0.05812 0.64234
C -0.92254 -1.09278 1.20643
C -1.79567 -1.13190 2.29484
C -2.29681 -2.33977 2.75538
C -1.94680 -3.53204 2.13854
C -1.11340 -3.49965 1.02953
C -0.61478 -2.29770 0.56440
N 0.24251 -2.22497 -0.62590
C 1.57068 -2.84048 -0.33858
C -0.37682 -2.97405 -1.75476
H 0.68959 4.00830 -1.70035
H 0.94162 2.62335 -2.76771
H 1.99071 2.84101 -1.34755
H -1.53551 3.53202 -1.14425
H -2.05657 1.86830 -0.78369
H -1.46549 2.28038 -2.40743
H 0.78938 4.39728 0.43526
H 1.04634 4.61097 2.87249
H 0.59208 2.65789 4.32716
H -0.08342 0.51384 3.33803
H -2.10046 -0.20458 2.75992
H -2.97408 -2.34541 3.60046
H -2.32316 -4.47629 2.50865
H -0.86430 -4.42328 0.52257
H 1.46071 -3.92631 -0.26646
H 1.96290 -2.45418 0.59480
H 2.26652 -2.59887 -1.13768
H -0.34246 -4.04722 -1.55865
H 0.16539 -2.77550 -2.67649
H -1.40825 -2.66322 -1.88079
O -0.21214 1.32740 -4.43513
Se -0.03629 -0.10254 -3.72353
O -1.12465 -0.24370 -2.43269
O 1.36672 -0.09565 -2.74794
O -0.04470 -1.38565 -4.68331
I 2.85859 0.35975 -0.00128
I 6.22086 0.25942 0.64193
```

Atomic partial charges in e from the Löwdin method, atoms 1 to 8:
1. Ti 0.771
2. C -0.079
3. N -0.277
4. C -0.044
5. C -0.271
6. C -0.024
7. C -0.079
8. C -0.076